Record 1
# C24H24N3O3PdS6Sb

C24H24N3O3PdS6Sb as an isolated structure in a non-equilibrium geometry (ωB97M-V/def2-TZVPD, the OMol25 dataset).

## Properties
2S+1: 6
Gap between HOMO and LUMO (spin up / spin down) (eV): 6.4 / 4.3
⟨S²⟩: 8.799
ΔE to the lowest compared entry with this formula, charge and spin (kJ/mol): 143.14
LUMO (spin up / spin down) (hartree): -0.1485 / -0.2416
Total charge: +1

```
62
Properties=species:S:1:pos:R:3:forces:R:3:mulliken_charge:R:1
Pd -2.428973 0.117012 -1.903678 0.5 -0.5 -0.5 0.5006
S 0.120599 -0.017030 -2.211021 -0.2 0.4 0.4 -0.3920
C 0.555560 0.029133 -0.583624 0.5 0.0 -0.8 1.0789
N 1.819287 0.059211 -0.187706 -0.4 0.2 0.2 0.1886
C 2.119611 0.155495 1.239446 -0.1 -0.1 0.2 -0.9156
C 1.097271 1.048181 1.896294 0.3 0.0 -0.1 -0.6544
N -0.229296 0.470634 1.672525 0.0 0.4 -0.6 0.1812
C -1.207716 0.573215 2.767121 -0.1 0.1 0.3 -0.9076
C -1.149916 1.919431 3.456945 0.1 -0.1 -0.1 0.2073
C -0.736814 2.024499 4.779598 0.0 -0.1 0.0 -0.2931
C -0.661484 3.266848 5.393348 0.0 0.0 0.1 -0.6804
C -0.995478 4.414376 4.692071 0.0 0.0 0.0 -0.3830
C -1.416097 4.315741 3.372243 0.0 0.0 0.0 -0.6895
C -1.496658 3.073974 2.766354 0.0 0.0 -0.1 -0.0659
C -0.503289 -0.034686 0.478329 -0.4 -0.8 0.9 0.0281
S -1.876829 -0.977539 0.181573 0.2 0.2 0.3 -0.4384
C 2.958503 0.087470 -1.114725 0.2 0.1 0.0 -1.1478
C 3.762992 1.352095 -0.931008 0.0 -0.1 0.1 0.3932
C 5.082435 1.296446 -0.500808 0.0 0.0 -0.1 -0.2857
C 5.806571 2.466362 -0.317025 0.0 0.0 0.0 -0.5999
C 5.209576 3.694785 -0.554493 0.1 0.0 0.0 -0.4137
C 3.889761 3.754714 -0.982985 0.0 0.0 0.0 -0.7521
C 3.167855 2.587442 -1.172085 0.0 0.0 0.0 -0.1588
H 3.114178 0.579290 1.354524 0.0 0.0 0.0 0.4791
H 2.103663 -0.843539 1.685142 0.1 0.0 0.0 0.3188
H 1.148211 2.052635 1.467219 0.0 0.0 0.1 0.3252
H 1.277721 1.116977 2.965807 -0.1 0.0 0.0 0.5696
H -0.991691 -0.210148 3.497148 0.0 -0.1 -0.1 0.3305
H -2.194795 0.379818 2.350974 0.0 0.0 -0.1 0.4780
H -0.478933 1.132463 5.339526 0.0 0.0 0.0 0.3955
H -0.340021 3.339308 6.423907 0.0 0.0 0.0 0.3891
H -0.935078 5.382683 5.170264 0.0 0.0 0.0 0.3970
H -1.688226 5.205203 2.818788 0.0 0.0 0.0 0.4165
H -1.836551 2.994166 1.743920 -0.1 0.0 -0.2 0.3987
H 2.565935 0.030785 -2.125199 0.0 -0.1 0.0 0.3882
H 3.574933 -0.793800 -0.925738 0.0 0.0 0.0 0.3948
H 5.550245 0.334706 -0.323107 0.0 0.0 0.0 0.3858
H 6.836598 2.414700 0.009589 0.0 0.0 0.0 0.3978
H 5.774214 4.605592 -0.406881 0.0 0.0 0.0 0.3930
H 3.428176 4.713773 -1.177873 0.0 0.0 0.0 0.4151
H 2.142176 2.632631 -1.524777 0.0 0.0 0.0 0.4828
S -2.905423 1.459017 -4.143047 -0.3 0.4 0.5 -0.2981
Sb -4.463788 2.371791 -2.560611 0.1 0.4 -0.2 0.4241
S -4.861512 0.067697 -1.865791 0.0 0.0 -0.1 -0.2408
S -2.405385 2.559700 -1.268978 -0.2 -0.3 -0.4 -0.2580
N -2.438382 -1.744410 -3.563458 0.0 0.7 0.4 -0.4993
C -2.321193 -3.036336 -3.037636 0.0 -0.9 0.3 0.8404
C -3.455553 -3.856106 -2.951579 0.4 0.5 -0.3 -0.5020
C -3.348004 -5.122332 -2.416641 0.7 0.1 0.5 -0.8094
C -2.110935 -5.511875 -1.916188 -0.5 -1.0 1.5 0.5199
C -0.960138 -4.736275 -2.011012 -0.8 -0.2 0.2 -0.9733
C -1.078502 -3.479761 -2.558953 -0.3 0.3 -0.4 -0.2774
S -1.992506 -7.174211 -1.102665 -0.6 6.0 -2.2 1.1721
O -3.341570 -7.556844 -0.805502 0.0 -1.4 0.2 -0.4475
O -1.086554 -7.005805 -0.002067 0.4 -1.3 0.3 -0.4407
O -1.417809 -7.735941 -2.327789 0.8 -3.1 0.1 -0.3390
H -3.275772 -1.607197 -4.112019 0.0 0.1 -0.1 0.2644
H -1.622861 -1.426054 -4.066664 0.0 -0.1 -0.2 0.3200
H -4.417517 -3.494534 -3.295967 0.0 0.0 -0.1 0.3287
H -4.197724 -5.785960 -2.341359 0.0 0.1 0.0 0.4519
H -0.019043 -5.104856 -1.627797 0.0 0.1 0.0 0.3808
H -0.218064 -2.824771 -2.604204 0.0 0.0 -0.1 0.2278
```
Positions in Å, forces in eV/Å.

Record 2
# C24H25

A 2-piece molecular cluster, C24H25 overall in a non-equilibrium geometry (ωB97M-V/def2-TZVPD, the OMol25 dataset).

## Properties
Gap between HOMO and LUMO (eV): 5.2
ΔE to the lowest compared entry with this formula, charge and spin (kJ/mol): 0.00
LUMO (hartree): -0.2042
Total charge: +1

```
49
Properties=species:S:1:pos:R:3:forces:R:3:mulliken_charge:R:1
C 1.495160 -2.030414 3.003651 0.4 -0.2 0.1 -1.8352
C 0.098336 -1.802000 2.501484 -0.2 0.6 0.1 0.8453
C -0.562114 -0.539300 2.666254 -0.7 -1.2 -0.8 0.5049
C 0.162689 0.508260 3.353113 0.5 0.9 0.5 0.0040
C -0.132976 1.744199 3.863983 0.3 -2.1 -0.4 -0.8649
C -1.884954 -0.432081 2.153595 0.4 -0.2 0.1 2.0422
C -2.644329 0.846882 2.273930 -0.5 0.2 -0.2 -1.8675
C -2.503171 -1.516558 1.524542 0.2 0.1 0.1 -1.0516
C -1.843938 -2.740668 1.373151 0.3 0.3 0.3 0.5727
C -2.536389 -3.884403 0.696433 -0.1 -0.2 -0.1 -1.4645
C -0.536522 -2.865307 1.872095 -0.4 0.0 -0.2 -0.9336
H 1.787359 -3.062638 2.782998 0.0 0.2 0.1 0.3502
H 2.225004 -1.369327 2.518200 -0.1 -0.1 0.1 0.3683
H 1.580514 -1.889408 4.089053 0.0 0.0 -0.2 0.3831
H 1.193644 0.215028 3.569497 -0.3 0.1 0.0 0.3094
H 0.705840 2.085363 4.494932 -0.9 0.1 -0.2 0.2210
H -1.107391 2.216666 3.744127 0.4 -0.5 0.5 -0.0304
H -3.617291 0.736064 1.780349 0.2 0.2 0.1 0.3804
H -2.836985 1.114349 3.319603 0.0 -0.1 -0.1 0.3637
H -2.118936 1.683086 1.797251 0.0 -0.1 0.1 0.3622
H -3.530024 -1.407210 1.134032 0.6 0.0 0.3 0.3266
H -1.890008 -4.765832 0.661760 -0.2 0.1 0.0 0.3589
H -3.462223 -4.148070 1.225468 0.2 0.0 -0.1 0.3360
H -2.811920 -3.614719 -0.331550 0.1 -0.1 0.2 0.3340
H 0.001367 -3.821016 1.763465 -0.3 0.5 0.0 0.2299
C -0.073824 4.017904 4.372694 0.3 3.9 0.2 -1.2268
C -0.620415 4.220425 5.700352 -0.7 -1.5 0.6 0.9471
C -1.919806 4.791106 5.795334 0.3 0.0 -0.2 -0.4038
C -2.496348 5.056371 7.031406 0.4 0.1 0.2 -0.6289
C -1.797576 4.746090 8.212657 0.0 -0.2 -0.6 -0.3366
C -0.546597 4.112227 8.137675 0.0 0.2 -0.4 -0.9334
C 0.017604 3.800148 6.898313 -0.2 0.6 0.1 -0.1150
C 1.259677 4.438768 4.035676 0.5 -0.6 -0.7 0.8992
C 1.531129 4.686110 2.656383 0.2 -0.4 0.2 -0.5221
C 2.838948 4.732882 2.182667 -0.3 0.4 0.3 -0.6461
C 3.914489 4.567968 3.080205 -0.5 -0.2 -0.5 -0.3081
C 3.667716 4.428952 4.451024 -0.3 0.3 0.1 -0.8514
C 2.357523 4.441062 4.937538 0.4 0.0 -0.3 -0.1273
H -0.792964 4.117423 3.543671 0.4 -0.1 0.5 0.6675
H -2.418040 5.101420 4.869357 0.0 -0.2 0.4 0.3771
H -3.471790 5.542051 7.080778 0.3 -0.2 0.0 0.3919
H -2.254961 4.962522 9.178071 0.2 0.0 -0.2 0.3986
H 0.006895 3.897098 9.048514 -0.2 -0.2 -0.2 0.4006
H 0.963574 3.260644 6.857055 -0.4 0.0 0.1 0.5386
H 0.672391 4.829835 1.990399 0.5 -0.3 0.1 0.3834
H 3.001843 4.931548 1.120596 0.1 -0.1 0.4 0.3937
H 4.933337 4.545941 2.680209 -0.4 0.1 0.3 0.4014
H 4.510574 4.358092 5.140663 -0.3 0.1 -0.2 0.4171
H 2.195575 4.472683 6.009078 0.1 -0.2 -0.2 0.6384
```
Positions in Å, forces in eV/Å.

Record 3
# C24H25BCl3NO2

A 2-piece molecular cluster, C24H25BCl3NO2 overall in a non-equilibrium geometry (ωB97M-V/def2-TZVPD, the OMol25 dataset).

## Properties
Gap between HOMO and LUMO (eV): 6.4
LUMO (hartree): -0.0912

```
56
Properties=species:S:1:pos:R:3:forces:R:3:mulliken_charge:R:1
Cl -4.431780 -3.032935 -1.318096 0.2 0.2 0.4 -0.3214
B -3.010109 -2.681641 -0.179494 -0.1 -1.4 -2.1 0.5940
Cl -2.322600 -4.264688 0.478319 0.1 -0.1 0.2 -0.2823
Cl -1.677458 -1.769813 -1.079743 0.1 0.2 0.0 -0.1205
O -3.486266 -1.869500 0.926176 2.5 1.6 3.5 -0.5081
C -2.519296 -1.570200 1.790650 -2.3 -0.9 -2.2 -0.4451
C -2.781795 -0.812408 2.935809 -0.7 0.7 0.9 0.4238
C -1.771515 -0.472806 3.860256 -0.2 -0.4 -0.7 -0.2058
C -2.082119 0.272724 4.968182 0.1 0.2 0.3 -0.7523
C -3.386330 0.696560 5.187642 0.1 -0.1 -0.1 -0.2660
C -4.392281 0.368837 4.289207 -0.2 0.1 0.1 -0.6825
C -4.099824 -0.375703 3.176970 0.2 -0.2 -0.3 -0.3551
H -1.522348 -1.933315 1.582738 0.2 -0.1 -0.1 0.6327
H -0.764640 -0.806445 3.678845 0.3 -0.1 0.0 0.4995
H -1.306858 0.529151 5.670799 0.1 0.0 0.1 0.4230
H -3.617643 1.282980 6.061282 0.0 0.1 0.1 0.4111
H -5.403272 0.697240 4.463037 -0.1 0.1 0.0 0.4177
H -4.863079 -0.647180 2.466758 -0.2 0.0 -0.1 0.5334
O 2.541096 1.819481 -0.463488 -0.3 -0.1 0.2 -0.7412
C 1.821626 0.727593 -1.069821 -0.2 0.5 0.4 2.4481
C 2.404986 0.485884 -2.464572 -0.2 0.3 0.4 -0.4160
C 3.748598 0.728408 -2.693690 0.1 0.1 0.3 -0.4027
C 4.306532 0.501671 -3.936059 0.2 0.0 0.0 -0.8146
C 3.526339 0.034556 -4.971747 0.1 -0.1 -0.3 -0.4348
C 2.190630 -0.224262 -4.752857 -0.2 -0.1 -0.2 -1.0306
C 1.634265 -0.002842 -3.509654 -0.1 0.0 0.2 0.0698
C 1.931352 -0.532011 -0.212426 -0.2 0.1 -0.2 -0.6104
C 1.977968 -0.451658 1.170263 0.1 0.2 0.1 -0.4289
C 1.970986 -1.596297 1.943537 -0.1 0.1 0.2 -0.7499
C 1.906628 -2.836807 1.346613 0.0 -0.4 0.1 -0.5609
C 1.855152 -2.929879 -0.026767 0.0 -0.2 -0.1 -0.8721
C 1.859540 -1.787340 -0.797325 0.1 0.1 -0.1 -0.0709
C 0.318819 1.135539 -1.145988 -0.4 -0.2 0.0 0.6182
C 0.082523 2.377835 -2.024580 0.1 0.2 0.1 -0.6787
C -1.062158 3.152913 -1.348848 -0.2 -0.1 -0.2 -0.6899
C -1.047019 2.698444 0.120452 0.2 0.0 0.2 -0.5809
N -0.204971 1.478995 0.204186 -0.1 0.0 -0.4 -0.0372
H 2.021107 2.147602 0.304398 0.2 -0.5 -0.7 0.5049
H 4.354817 1.096505 -1.883505 0.1 0.1 0.1 0.4847
H 5.356073 0.678797 -4.096331 0.2 0.1 0.0 0.4148
H 3.960377 -0.145457 -5.942484 0.1 0.0 -0.1 0.3993
H 1.580514 -0.611745 -5.552075 -0.1 0.0 -0.1 0.4248
H 0.595320 -0.234861 -3.351198 -0.2 0.0 0.0 0.4174
H 2.014630 0.510782 1.650926 0.1 0.1 0.1 0.3154
H 2.021525 -1.525711 3.017189 0.0 0.1 0.3 0.5102
H 1.907157 -3.732860 1.946471 0.0 -0.1 0.1 0.4300
H 1.809212 -3.894780 -0.502622 0.0 -0.2 -0.1 0.4253
H 1.805504 -1.866957 -1.868599 0.0 -0.1 -0.2 0.4123
H -0.255028 0.284511 -1.537493 0.2 0.2 0.0 -0.7486
H 0.997697 2.977490 -2.052569 -0.1 0.0 0.1 0.3989
H -0.146021 2.107884 -3.063255 0.0 0.0 0.3 0.3337
H -0.949319 4.241749 -1.448649 0.0 -0.3 0.1 0.3493
H -2.020049 2.902613 -1.819746 0.1 -0.1 0.1 0.3099
H -0.602533 3.466074 0.762521 -0.1 0.0 -0.1 0.3154
H -2.058589 2.519467 0.507140 0.2 -0.1 -0.1 0.2529
H -0.716073 0.687813 0.603317 0.3 0.4 -0.3 0.0370
```
Positions in Å, forces in eV/Å.

Record 4
# C24H25BIrN9O3

C24H25BIrN9O3 as an isolated structure (ωB97M-V/def2-TZVPD, the OMol25 dataset).

## Properties
Gap between HOMO and LUMO (eV): 7.5
ΔE to the lowest compared entry with this formula, charge and spin (kJ/mol): 18.77
LUMO (hartree): -0.2556
Total charge: +2

```
63
Properties=species:S:1:pos:R:3:forces:R:3:mulliken_charge:R:1
Ir 0.379222 0.243648 -0.158994 0.2 -0.3 0.0 1.9052
C 1.654351 4.188020 0.587390 0.0 0.0 0.0 -1.3036
C 0.936790 3.268666 -0.170254 0.0 0.0 0.0 0.0171
N 1.128859 2.042812 0.317260 0.0 0.0 0.2 -0.0970
N 1.957104 2.143261 1.376911 0.1 0.1 -0.1 0.0396
C 2.289027 3.430203 1.552327 0.0 0.0 0.0 -0.1128
B 2.476312 0.872380 2.070059 -0.1 -0.1 0.1 -0.1369
N 3.051997 -0.078761 0.981387 0.1 0.1 0.0 0.2748
C 4.251079 -0.668637 0.907235 0.0 0.0 0.0 -0.1421
C 4.265782 -1.510812 -0.190238 0.0 0.0 0.0 -1.3064
C 3.001877 -1.377748 -0.752052 0.0 0.0 0.0 -0.3861
N 2.278299 -0.507211 -0.041666 0.1 0.0 0.2 0.0646
N 1.263684 0.117504 2.669608 0.0 0.0 -0.1 0.2495
C 1.033590 -0.378162 3.890135 0.1 0.0 0.0 -0.2375
C -0.097784 -1.174220 3.839659 0.0 0.0 0.0 -1.4605
C -0.513242 -1.111981 2.515086 0.1 0.0 0.0 -0.3925
N 0.312642 -0.322564 1.818682 -0.2 0.1 0.1 -0.0147
H 1.711621 5.252651 0.448755 0.0 0.0 0.0 0.4683
H 0.310676 3.426772 -1.033021 0.0 0.0 0.0 0.5064
H 2.959065 3.716848 2.345467 0.0 0.0 0.0 0.4925
H 3.300249 1.122603 2.889764 0.0 0.0 0.0 -0.0266
H 5.011492 -0.453460 1.639384 0.0 0.0 0.0 0.4763
H 5.076838 -2.128636 -0.532219 0.0 0.0 0.0 0.4759
H 2.583534 -1.863990 -1.618753 0.0 0.0 0.0 0.6895
H 1.696578 -0.148381 4.707671 0.0 0.0 0.0 0.5043
H -0.551586 -1.719452 4.648067 0.0 0.0 0.0 0.5445
H -1.355573 -1.581831 2.032666 0.0 -0.1 0.0 0.8183
O -5.402191 4.883719 3.139406 0.0 0.0 0.0 -0.4502
C -4.530132 3.929678 3.499412 0.0 0.0 0.0 0.5136
O -4.324465 3.670207 4.646331 0.0 0.0 0.0 -0.4972
C -3.801113 3.204123 2.396576 0.0 0.0 0.0 0.5986
C -3.442229 3.806377 1.198509 0.0 0.0 0.0 -1.1524
C -2.684148 3.110147 0.268815 0.1 0.0 0.0 -0.0907
C -2.300784 1.799446 0.532801 0.0 0.0 0.1 0.1054
C -2.662161 1.192766 1.726979 -0.1 0.0 0.0 -0.3725
C -3.404897 1.895822 2.654815 0.0 0.0 0.0 -1.0232
N -1.484381 1.111745 -0.431169 -0.1 0.2 -0.1 -0.1937
C -1.809194 1.235514 -1.666302 -0.1 0.0 0.0 -0.5523
C -0.812752 0.933837 -2.684167 0.0 -0.1 0.0 0.7926
C -1.050862 1.041851 -4.039801 0.0 0.0 0.0 -0.8518
C 0.010309 0.859794 -4.918180 0.0 0.0 0.0 -0.4541
C 1.266468 0.598653 -4.401597 0.0 0.0 0.0 -0.9768
C 1.432242 0.499532 -3.026989 0.0 0.1 0.0 -0.2899
N 0.413495 0.653099 -2.182995 -0.1 -0.1 -0.1 0.1283
H -5.568916 4.885603 2.189414 0.0 0.0 0.0 0.3261
H -3.701731 4.838169 0.995773 0.0 0.0 0.0 0.3942
H -2.350253 3.612952 -0.630329 0.0 0.0 0.0 0.4765
H -2.390544 0.171930 1.925515 0.0 0.0 0.0 0.3590
H -3.680656 1.445023 3.598554 0.0 0.0 0.0 0.4750
H -2.767065 1.658654 -1.953388 0.0 0.0 0.0 0.6661
H -2.045430 1.272543 -4.396713 0.0 0.0 0.0 0.5542
H -0.141817 0.938597 -5.985944 0.0 0.0 0.0 0.4859
H 2.124429 0.476073 -5.047185 0.0 0.0 0.0 0.4916
H 2.401808 0.320383 -2.587262 0.0 0.0 0.0 0.7034
C -0.549401 -3.710508 -1.797923 -0.1 0.0 0.0 -1.2930
C -0.092092 -2.807254 -0.700020 0.0 0.0 0.3 0.7144
N 0.622529 -3.317558 0.289854 0.1 0.0 -0.1 -0.1427
O -0.431093 -1.597375 -0.728378 -0.1 0.0 -0.5 -0.7381
H -0.025396 -4.663059 -1.799457 0.0 0.0 0.0 0.4388
H -0.413119 -3.205181 -2.752019 0.0 0.0 0.0 0.3061
H -1.617264 -3.897812 -1.673285 0.0 0.0 0.0 0.3235
H 0.872788 -4.292978 0.301176 0.0 0.0 0.0 0.2502
H 0.930436 -2.730833 1.051757 0.0 0.0 0.0 0.0648
```
Positions in Å, forces in eV/Å.

Number 1: total energy -110910.6004 eV. Number 2: total energy -25284.7841 eV. Number 3: total energy -69126.0351 eV. Number 4: total energy -48354.1648 eV.